Formula: C9H14N4
Source: the OMol25 dataset
Level of theory: ωB97M-V/def2-TZVPD

```
27
Properties=species:S:1:pos:R:3:nbo_charge:R:1
C 3.7500 -2.7034 -3.4288 -0.5739
C 2.4229 -3.0478 -2.6475 -0.6367
C 1.8022 -2.1269 -1.8300 0.7663
N 1.1053 -1.3016 -1.1710 -0.2850
C 0.3095 -0.5191 -0.4466 0.2048
C -0.7544 0.2046 -1.0412 -0.1086
C -1.5410 0.9295 -0.2149 -0.2526
C -1.1923 1.1862 1.1355 0.4650
N -1.7721 1.8932 2.0475 -0.2962
C -1.5077 1.8966 3.4588 -0.4312
C -2.8709 2.6686 1.6367 -0.4277
N -0.0616 0.4113 1.5886 -0.3016
N 0.6137 -0.4109 0.8461 -0.0655
H 4.4585 -2.0441 -2.9566 0.2516
H 3.4752 -2.2220 -4.4211 0.2509
H 4.2759 -3.6643 -3.5995 0.2584
H 2.9051 -3.9074 -2.0843 0.3639
H 1.6872 -3.5019 -3.2688 0.3258
H -1.1024 0.2381 -2.0895 0.2878
H -2.5611 1.2002 -0.5989 0.2877
H -1.1800 2.9037 3.8276 0.2609
H -2.5038 1.7367 3.9287 0.2555
H -0.7896 1.1909 3.7788 0.2123
H -2.6163 3.2953 0.8126 0.2416
H -3.7693 2.0472 1.5425 0.2369
H -2.9952 3.1837 2.6177 0.2422
H 0.4123 0.4635 2.5777 0.4675
```

Calculated values
Structure (SMILES) = CCC#[N+]c1ccc(=[N+](C)C)[nH]n1
Net charge = +2
LUMO = -0.308 Ha
2S+1 = 1

---

Formula: C9H14N4O4
Source: the OMol25 dataset
Level of theory: ωB97M-V/def2-TZVPD

```
31
Properties=species:S:1:pos:R:3:nbo_charge:R:1
C 4.4390 1.4446 -0.7161 -0.6048
C 3.4355 0.3293 -0.9753 -0.4227
C 2.0611 0.8985 -1.3150 -0.0748
O 1.1285 -0.1337 -1.6465 -0.5139
C 0.5309 -0.7625 -0.6347 0.8047
O 0.7214 -0.5170 0.5275 -0.6061
C -0.4769 -1.7758 -1.1371 -0.5259
C -1.7248 -1.0311 -1.6538 -0.2062
N -2.1024 0.0634 -0.7931 -0.5871
C -2.3487 -0.1213 0.5257 0.2804
N -2.6535 -1.2778 1.0146 -0.2845
N -2.9371 -1.3477 2.3373 -0.4316
C -2.8989 -0.3287 3.2375 0.7548
O -3.1470 -0.4570 4.4110 -0.6155
N -2.5526 0.8966 2.6708 -0.6188
C -2.2567 1.1095 1.3525 0.6240
O -1.9349 2.1901 0.9061 -0.5823
H 5.4107 1.0251 -0.4700 0.2167
H 4.1116 2.0652 0.1143 0.2072
H 4.5481 2.0751 -1.5957 0.2014
H 3.3436 -0.3005 -0.0885 0.2166
H 3.7742 -0.2954 -1.8047 0.2013
H 1.6714 1.4718 -0.4671 0.2000
H 2.1099 1.5338 -2.2020 0.1886
H -0.7559 -2.4165 -0.3021 0.2446
H -0.0440 -2.3674 -1.9414 0.2347
H -1.5362 -0.6213 -2.6463 0.2151
H -2.5608 -1.7331 -1.7018 0.2155
H -1.7128 0.9777 -0.9892 0.4185
H -3.1572 -2.2755 2.6733 0.4146
H -2.4855 1.6818 3.3097 0.4355
```

Calculated values
Structure (SMILES) = CCCOC(=O)CCNc1n[nH]c(=O)[nH]c1=O
Net charge = 0
LUMO = 0.022 Ha
2S+1 = 1

---

Formula: C9H14N4OS
Source: the OMol25 dataset
Level of theory: ωB97M-V/def2-TZVPD

```
29
Properties=species:S:1:pos:R:3:nbo_charge:R:1
C 0.9848 3.5312 -1.8657 0.1451
C 0.5599 1.5238 -2.2388 0.3730
C 0.2825 -1.0238 -1.0724 -0.0356
C 0.0428 -0.1114 1.1888 -0.4522
C -0.6203 -0.6429 -0.0702 -0.2694
C 0.2990 -1.3462 2.0418 0.2444
C 1.7282 -1.9400 2.0802 -0.6503
C -0.2580 -1.3562 3.4553 -0.6171
C -1.3758 1.7776 -3.7017 -0.4053
N 1.4347 2.2864 -1.5714 -0.5903
N -0.0367 3.5939 -2.6495 -0.3148
N -0.3587 2.2824 -2.7598 -0.2769
N -1.3438 -1.8828 0.3366 -0.3300
O -0.5440 -2.4965 1.3892 -0.4247
S 1.1559 -2.1995 -1.6496 0.3098
H 1.6273 4.4403 -1.5720 0.1962
H 0.9650 0.3606 0.7816 0.2618
H -0.6069 0.6873 1.6345 0.2421
H -1.4973 -0.0586 -0.5409 0.2629
H 2.4964 -1.1500 2.3201 0.2278
H 1.9065 -2.6802 1.3082 0.2429
H 1.8167 -2.5942 3.0133 0.2132
H -1.4001 -1.1621 3.4094 0.2056
H 0.1494 -0.5991 4.1561 0.2198
H -0.1285 -2.3611 3.7122 0.2246
H -2.3868 2.1061 -3.5065 0.2086
H -1.2150 2.0894 -4.7893 0.2163
H -1.3827 0.6881 -3.5434 0.2170
H -2.2947 -1.7624 0.7039 0.3556
```

Calculated values
Net charge = 0
LUMO (alpha / beta) = -0.027 / -0.046 Ha
2S+1 = 1

---

Formula: C9H14NO3
Source: the OMol25 dataset
Level of theory: ωB97M-V/def2-TZVPD

```
27
Properties=species:S:1:pos:R:3:nbo_charge:R:1
C 4.5713 -0.5001 -0.8306 -0.1856
C 4.3659 0.6466 -0.0955 -0.1894
C 3.6319 -1.4454 -0.8733 -0.2038
C 3.0594 0.8596 0.4714 -0.1675
C 2.3822 -1.2340 -0.3822 -0.1586
C 2.0591 -0.0511 0.2899 -0.1901
C -4.6958 0.0206 -1.2808 -0.6566
C -3.1901 0.2128 -0.9595 -0.2406
C 0.7402 0.1971 0.9214 0.8297
N -2.9987 0.1678 0.4648 -0.6809
O -0.3867 0.1360 0.3440 -0.6748
O -0.2306 0.7466 2.9661 -0.4049
O 0.9623 0.6248 2.1770 -0.2321
H 5.4821 -0.7076 -1.4184 0.2351
H 5.2168 1.4035 0.2004 0.2443
H 3.7428 -2.2889 -1.5430 0.2295
H 2.9486 1.6338 1.1989 0.2258
H 1.6653 -2.0690 -0.3747 0.2227
H -4.7408 0.1941 -2.3709 0.2442
H -5.3768 0.7662 -0.9821 0.2300
H -5.1458 -0.9736 -1.1079 0.2303
H -2.8018 0.9187 -1.5856 0.2457
H -3.4282 0.9076 0.9858 0.4299
H -1.9624 0.0632 0.5568 0.4826
H -3.3925 -0.7137 0.8397 0.4290
H -2.6421 -0.6469 -1.3305 0.2217
H 0.1646 1.1311 3.7188 0.4844
```

Calculated values
Net charge = +1
LUMO = -0.106 Ha
2S+1 = 1

---

Formula: C9H14NOS
Source: the OMol25 dataset
Level of theory: ωB97M-V/def2-TZVPD

```
26
Properties=species:S:1:pos:R:3:nbo_charge:R:1
C 2.3739 0.9489 -1.4450 -0.6824
C 1.6591 0.4112 -0.2315 0.6244
O 2.2252 -0.0283 0.7513 -0.5480
C 0.1145 0.5178 -0.0599 -0.1633
C -0.5699 -0.5803 -0.8880 -0.1317
C -0.1736 -1.9658 -0.8341 -0.2930
C -0.9383 -2.6776 -1.6966 -0.3831
S -2.0839 -1.7779 -2.5982 0.5210
C -1.4542 -0.3289 -1.8709 -0.3710
N -0.2176 0.4614 1.3883 -0.3670
C 0.1053 1.6841 2.1554 -0.3857
C -1.5025 -0.3320 1.5300 -0.4075
H 2.3055 1.9415 -1.3565 0.2441
H 3.3182 0.4606 -1.3678 0.2591
H 1.8618 0.5990 -2.2339 0.2383
H -0.3235 1.5870 -0.3118 0.2441
H 0.5921 -2.1620 -0.1607 0.2309
H -0.7032 -3.7132 -1.6794 0.2596
H -1.9425 0.5624 -2.3168 0.2600
H 0.5938 -0.1454 1.5096 0.4555
H -0.6488 2.3493 1.9333 0.2160
H 0.1087 1.4984 3.1830 0.2437
H 0.9069 2.1255 1.7132 0.2282
H -2.3390 0.1813 1.1986 0.2294
H -1.4585 -1.2447 1.0922 0.2418
H -1.8094 -0.3722 2.5963 0.2364
```

Calculated values
Structure (SMILES) = CC(=O)[C@@H](c1ccsc1)[NH+](C)C
Net charge = +1
LUMO = -0.115 Ha
2S+1 = 1

---

Formula: C9H14O
Source: the OMol25 dataset
Level of theory: ωB97M-V/def2-TZVPD

```
24
Properties=species:S:1:pos:R:3:nbo_charge:R:1
C 2.6263 -0.5149 1.7402 -0.6179
C 1.1765 -0.4592 1.5618 -0.1017
C 0.5161 0.4718 0.8084 -0.1739
C -0.8482 0.4443 0.6766 -0.2788
C -1.4857 -0.5748 1.4625 0.3037
O -2.8226 -0.5978 1.3187 -0.6666
C -0.8556 -1.6206 2.1536 -0.2760
C 0.5589 -1.5297 2.2183 -0.1711
H 3.0977 0.5643 1.5245 0.1990
H 3.0314 -1.1443 0.9449 0.2190
H 3.0926 -0.7227 2.7056 0.2237
H 0.9937 1.3041 0.1792 0.2112
H -1.5309 1.1098 0.2221 0.2024
H -3.1135 0.2538 0.8790 0.4735
H -1.2299 -2.5969 2.5566 0.2359
H 1.2345 -1.9844 2.9429 0.2165
C 0.1930 1.1766 -2.9170 -0.6198
C -1.2436 0.7171 -3.1413 -0.6030
H 0.8056 0.7182 -2.2905 0.2100
H 0.6259 1.2190 -3.9202 0.2100
H 0.2083 2.1129 -2.3195 0.2004
H -1.7023 0.9598 -4.0451 0.2089
H -1.9776 1.1367 -2.3483 0.1883
H -1.3503 -0.4431 -2.9131 0.2063
```

Calculated values
Structure (SMILES) = Cc1ccc(O)cc1.CC
Net charge = 0
LUMO = 0.029 Ha
2S+1 = 1

---

Formula: C9H14O
Source: the OMol25 dataset
Level of theory: ωB97M-V/def2-TZVPD

```
24
Properties=species:S:1:pos:R:3:nbo_charge:R:1
C 1.0273 3.1286 0.5509 -0.6307
C 0.1393 1.9966 0.3346 -0.0303
C 0.5096 0.8126 0.9498 -0.2017
C -0.1973 -0.3073 0.5115 -0.2515
C -1.4604 -0.2336 -0.0592 0.2553
O -2.1414 -1.3995 -0.3915 -0.6908
C -1.7949 0.9294 -0.6369 -0.2395
C -1.0460 2.0583 -0.3602 -0.2101
H 2.0755 2.9303 0.5477 0.2145
H 0.7693 3.5038 1.4687 0.2185
H 0.6768 3.6573 -0.2907 0.2188
H 1.5884 0.6196 1.2824 0.2101
H 0.2763 -1.2241 0.9090 0.2154
H -2.0422 -2.1074 0.2989 0.4850
H -2.6723 1.0571 -1.1974 0.2204
H -1.5979 3.0233 -0.5946 0.2139
C 2.4533 -2.6856 0.1837 -0.6254
C 1.4337 -2.9576 -0.9565 -0.6253
H 2.4620 -1.5871 0.3996 0.1998
H 2.0866 -3.2529 1.0581 0.2030
H 3.5513 -2.8307 0.0528 0.2187
H 1.8747 -2.6521 -1.8687 0.2078
H 0.5577 -2.3451 -1.0552 0.2217
H 1.1376 -4.0448 -0.9850 0.2024
```

Calculated values
Structure (SMILES) = Cc1ccc(O)cc1.CC
Net charge = 0
LUMO = 0.033 Ha
2S+1 = 1

---

Formula: C9H14O
Source: the OMol25 dataset
Level of theory: ωB97M-V/def2-TZVPD

```
24
Properties=species:S:1:pos:R:3:nbo_charge:R:1
C -2.5670 1.4061 -1.8800 -0.6377
C -1.3639 1.3700 -0.9875 0.0099
C -0.0865 1.2661 -1.5331 -0.2425
C 0.9944 1.5536 -0.7106 -0.1822
C 0.9116 1.8449 0.6658 -0.2456
C -0.3966 1.8869 1.1267 -0.1861
C -1.5281 1.7241 0.3461 -0.2323
H -3.2198 2.2519 -1.7460 0.2207
H -3.1627 0.5010 -1.9592 0.2210
H -2.1793 1.5151 -2.9021 0.2098
H 0.0872 1.1440 -2.5988 0.2170
H 2.0063 1.5630 -1.1218 0.2076
H 1.7676 2.2540 1.1671 0.2238
H -0.5622 2.1879 2.1588 0.2028
H -2.4939 1.8862 0.7652 0.2139
C 0.7854 -3.2331 1.5303 -0.6407
C 1.7504 -2.1800 1.0315 -0.0778
O 2.2393 -2.6013 -0.2507 -0.7157
H 1.3123 -4.1060 1.9254 0.2164
H 0.0869 -3.6066 0.7827 0.2044
H 0.1154 -2.7921 2.3071 0.2098
H 1.3997 -1.1557 0.9815 0.1734
H 2.6644 -2.0498 1.6816 0.1751
H 1.4394 -2.6303 -0.7799 0.4551
```

Calculated values
Structure (SMILES) = Cc1ccccc1.CCO
Net charge = 0
LUMO = 0.033 Ha
2S+1 = 1

---

Formula: C9H14O
Source: the OMol25 dataset
Level of theory: ωB97M-V/def2-TZVPD

```
24
Properties=species:S:1:pos:R:3:nbo_charge:R:1
C 0.8266 1.6599 -1.7318 -0.6455
C -0.1412 0.6378 -1.1959 -0.0051
C -1.3768 1.0652 -0.6740 -0.2296
C -2.3638 0.1259 -0.4852 -0.1952
C -2.2479 -1.2213 -0.8838 -0.2281
C -1.0712 -1.5364 -1.5367 -0.1982
C -0.0187 -0.6498 -1.6895 -0.2227
H 0.9441 2.5868 -1.1594 0.2151
H 0.6322 1.8943 -2.7809 0.2225
H 1.8668 1.3030 -1.7747 0.2191
H -1.5367 2.1492 -0.6450 0.2164
H -3.3388 0.4668 -0.1712 0.2063
H -3.1089 -1.8498 -0.8248 0.2193
H -0.9266 -2.5079 -1.9742 0.2081
H 0.9397 -0.9358 -2.1725 0.2165
C 0.5389 0.2761 2.6131 -0.6478
C 1.6830 -0.7230 2.3389 -0.0496
O 2.8764 -0.0437 2.0275 -0.7355
H -0.3714 -0.3685 2.4975 0.2211
H 0.6222 0.9333 1.7659 0.2126
H 0.6310 0.6563 3.6143 0.2113
H 1.7931 -1.5400 3.1024 0.1592
H 1.4838 -1.3063 1.4339 0.1613
H 2.8329 0.9082 2.1436 0.4686
```

Calculated values
Structure (SMILES) = Cc1ccccc1.CCO
Net charge = 0
LUMO = 0.033 Ha
2S+1 = 1

---

Sequential energy above the lowest of the compared OMol25 structures with the same formula, charge and spin output: 66.6, 4.8, 176.8, 68.9, 41.8, 55.6, 48.0, 20.8, 25.6 kcal per mole